P:
The following is a DFT calculation (ωB97M-V/def2-TZVPD) of a structure of composition C25H23AsIrNO6S.

Element x y z (Å)
Ir1 -0.618 -0.053 0.232
C1 0.381 4.613 2.529
C2 -0.470 3.612 1.809
C3 -0.907 2.466 2.460
C4 -1.767 1.577 1.816
C5 -2.094 1.750 0.452
C6 -1.614 2.911 -0.204
C7 -0.839 3.821 0.463
H1 1.211 4.121 3.037
H2 -0.208 5.119 3.296
H3 0.776 5.368 1.852
H4 -0.650 2.296 3.498
H5 -2.288 0.820 2.379
H6 -2.951 1.226 0.041
H7 -1.898 3.097 -1.232
H8 -0.499 4.716 -0.042
O1 -0.145 -3.627 -1.963
As1 -0.560 -2.617 -0.634
O2 -1.489 -1.265 -1.165
O3 0.698 -1.635 -0.104
C8 -1.292 -3.889 0.594
C9 -1.248 -5.222 0.212
C10 -1.790 -6.194 1.046
C11 -2.382 -5.834 2.243
C12 -2.423 -4.497 2.631
C13 -1.874 -3.531 1.817
S1 -1.886 -1.833 2.339
O4 -2.517 -1.742 3.617
O5 -2.540 -1.112 1.201
O6 -0.464 -1.443 2.310
H9 0.132 -3.116 -2.734
H10 -0.804 -5.510 -0.731
H11 -1.750 -7.232 0.747
H12 -2.813 -6.591 2.884
H13 -2.868 -4.194 3.569
C14 4.433 1.045 0.891
C15 4.205 0.075 -0.075
C16 2.980 -0.002 -0.718
C17 1.974 0.903 -0.389
C18 2.193 1.865 0.585
C19 3.427 1.937 1.219
N1 0.684 0.813 -0.980
C20 0.560 0.921 -2.309
C21 -0.724 0.871 -2.925
C22 -0.841 0.964 -4.290
C23 0.293 1.149 -5.084
C24 1.550 1.273 -4.488
C25 1.693 1.177 -3.124
H14 5.392 1.098 1.386
H15 4.981 -0.637 -0.321
H16 2.784 -0.784 -1.435
H17 1.409 2.569 0.819
H18 3.599 2.698 1.969
H19 -1.605 0.768 -2.317
H20 -1.821 0.910 -4.744
H21 0.197 1.227 -6.159
H22 2.421 1.466 -5.099
H23 2.667 1.321 -2.678

Values from the calculation:
Multiplicity: 2
Highest occupied orbital energy (spin up / spin down) in hartree: -0.4230 / -0.4370
Expectation value of S²: 0.8002
Total charge: +1

=====

Q:
The following is a DFT calculation (ωB97M-V/def2-TZVPD) of a structure of composition C25H23AsIrNO6S.

Element x y z (Å)
Ir1 -0.659 -1.247 -0.265
C1 1.400 -4.585 0.157
C2 0.360 -3.854 -0.631
C3 -1.019 -4.137 -0.423
C4 -1.987 -3.413 -1.068
C5 -1.631 -2.421 -2.023
C6 -0.289 -2.184 -2.315
C7 0.699 -2.888 -1.566
H1 1.284 -4.377 1.223
H2 2.406 -4.304 -0.146
H3 1.281 -5.661 0.021
H4 -1.302 -4.899 0.292
H5 -3.033 -3.578 -0.850
H6 -2.406 -1.856 -2.520
H7 0.004 -1.477 -3.080
H8 1.745 -2.665 -1.727
O1 -4.765 0.488 0.407
As1 -3.311 -0.072 1.202
O2 -3.614 -1.320 2.175
O3 -2.436 -0.479 -0.291
C8 -2.498 1.608 1.669
C9 -3.245 2.759 1.439
C10 -2.677 4.010 1.642
C11 -1.361 4.118 2.062
C12 -0.608 2.977 2.293
C13 -1.176 1.725 2.106
S1 -0.169 0.343 2.579
O4 -0.475 0.003 3.927
O5 1.183 0.684 2.228
O6 -0.691 -0.823 1.706
H9 -5.497 -0.076 0.693
H10 -4.265 2.677 1.093
H11 -3.269 4.899 1.469
H12 -0.917 5.092 2.221
H13 0.418 3.047 2.627
C14 -0.007 4.119 -1.199
C15 1.245 3.717 -0.736
C16 1.514 2.384 -0.532
C17 0.520 1.413 -0.804
C18 -0.755 1.834 -1.240
C19 -1.002 3.172 -1.440
N1 0.775 0.089 -0.565
C20 2.103 -0.394 -0.547
C21 2.533 -1.265 0.456
C22 3.815 -1.783 0.402
C23 4.665 -1.459 -0.648
C24 4.231 -0.604 -1.653
C25 2.957 -0.067 -1.606
H14 -0.213 5.169 -1.354
H15 2.002 4.455 -0.509
H16 2.454 2.076 -0.098
H17 -1.538 1.108 -1.405
H18 -1.979 3.487 -1.782
H19 1.889 -1.494 1.293
H20 4.156 -2.433 1.197
H21 5.666 -1.867 -0.680
H22 4.886 -0.355 -2.478
H23 2.605 0.582 -2.398

Values from the calculation:
Multiplicity: 2
Highest occupied orbital energy (spin up / spin down) in hartree: -0.4207 / -0.4499
Expectation value of S²: 0.7862
Total charge: +1

=====

According to the calculations, the structures order from most to least stable as Q, P.

=====

P:
The following is a DFT calculation (ωB97M-V/def2-TZVPD) of a cluster of 2 separate species, C4H14N2O in total.

Element x y z (Å)
C1 2.083 -1.731 0.666
N1 1.340 -0.839 -0.202
C2 0.145 -0.236 0.363
C3 -0.780 0.221 -0.764
C4 -2.157 0.635 -0.318
N2 -3.057 -0.499 -0.031
H1 1.788 -2.775 0.527
H2 1.937 -1.462 1.720
H3 3.149 -1.671 0.469
H4 1.980 -0.180 -0.627
H5 -0.352 -1.116 0.809
H6 0.258 0.506 1.157
H7 -0.294 1.115 -1.184
H8 -0.790 -0.498 -1.568
H9 -2.032 1.372 0.482
H10 -2.637 1.161 -1.151
H11 -3.640 -0.274 0.765
H12 -2.479 -1.263 0.318
H13 1.483 1.991 -0.888
H14 1.789 3.081 -0.009
O1 2.265 2.461 -0.537

Values from the calculation:
Multiplicity: 2
Highest occupied orbital energy (spin up / spin down) in hartree: 0.0398 / -0.1992
Expectation value of S²: 0.7504
Total charge: -1

=====

Q:
The following is a DFT calculation (ωB97M-V/def2-TZVPD) of a cluster of 2 separate species, C4H14N2O in total.

Element x y z (Å)
C1 0.887 -2.144 -0.096
N1 0.645 -1.362 -1.281
C2 -1.582 -0.304 -0.634
C3 -0.183 -0.076 -1.098
C4 0.336 0.914 0.054
N2 1.532 1.738 -0.249
H1 1.633 -2.958 -0.087
H2 1.197 -1.490 0.865
H3 -0.123 -2.544 0.242
H4 0.043 -1.813 -2.039
H5 -2.238 0.450 -0.071
H6 -1.481 -1.187 0.012
H7 -2.289 -0.760 -1.446
H8 0.185 0.499 -2.096
H9 -0.519 1.618 0.244
H10 0.605 0.196 0.872
H11 1.328 2.473 -0.885
H12 2.325 1.100 -0.662
H13 -1.071 2.258 3.396
H14 -0.164 1.463 2.542
O1 -1.066 1.928 2.417

Values from the calculation:
Multiplicity: 2
Highest occupied orbital energy (spin up / spin down) in hartree: 0.0373 / -0.2052
Expectation value of S²: 0.7504
Total charge: -1

=====

According to the calculations, the structures order from most to least stable as P, Q.

=====

P:
The following is a DFT calculation (ωB97M-V/def2-TZVPD) of the ion C4H14N3 with charge +1.

Element x y z (Å)
N1 0.617 2.255 0.182
C1 -0.552 1.483 0.600
C2 -1.124 0.783 -0.572
N2 -0.193 -0.160 -1.234
C3 -0.353 -1.545 -0.742
C4 0.183 -1.776 0.684
N3 1.616 -1.624 0.850
H1 1.392 1.617 -0.102
H2 0.922 2.842 0.992
H3 0.442 2.766 -0.692
H4 -1.184 2.218 1.203
H5 -0.261 0.777 1.387
H6 -1.534 1.512 -1.318
H7 -2.128 0.276 -0.474
H8 -0.160 -0.122 -2.238
H9 -1.423 -1.773 -0.536
H10 -0.046 -2.356 -1.398
H11 -0.022 -2.772 1.105
H12 -0.309 -1.073 1.405
H13 2.152 -2.456 0.635
H14 1.966 -0.873 0.263

Values from the calculation:
Highest occupied orbital energy in hartree: -0.4533
Structure (SMILES): NCCNCC[NH3+]
Total charge: +1

=====

Q:
The following is a DFT calculation (ωB97M-V/def2-TZVPD) of a cluster of 2 separate species, C4H14N3 in total.

Element x y z (Å)
C1 -0.384 -0.427 2.008
C2 1.671 -0.508 0.668
N1 0.735 0.198 1.323
N2 1.992 -1.708 1.133
N3 2.096 -0.077 -0.532
H1 0.672 1.207 1.409
H2 1.693 -1.904 2.078
H3 2.670 -2.290 0.656
H4 1.562 0.657 -0.962
H5 2.737 -0.637 -1.065
H6 -0.485 0.031 2.988
H7 -0.515 -1.506 1.974
H8 -1.262 -0.336 1.226
C3 -1.173 1.343 -1.928
C4 -2.073 0.411 -1.163
H9 -0.054 1.313 -1.998
H10 -1.287 0.973 -2.959
H11 -1.337 2.397 -2.099
H12 -1.700 0.369 -0.149
H13 -2.505 -0.443 -1.661
H14 -3.053 0.939 -0.946

Values from the calculation:
Highest occupied orbital energy in hartree: -0.5205
Total charge: +1

=====

According to the calculations, the structures order from most to least stable as Q, P.

=====

P:
The following is a DFT calculation (ωB97M-V/def2-TZVPD) of a cluster of 2 separate species, C4H14N3 in total.

Element x y z (Å)
C1 -2.502 -1.148 0.051
N1 -1.397 -0.713 0.908
C2 -1.159 0.517 1.265
N2 -0.351 0.870 2.255
H1 -3.204 -1.709 0.664
H2 -2.104 -1.784 -0.734
H3 -3.009 -0.278 -0.351
H4 -0.856 -1.435 1.344
H5 -1.573 1.278 0.614
H6 0.186 0.138 2.699
H7 0.158 1.733 2.127
C3 2.475 0.181 -0.276
N3 1.195 0.765 -0.685
C4 0.712 0.102 -1.902
H8 2.301 -0.889 -0.130
H9 3.272 0.308 -1.012
H10 2.789 0.561 0.697
H11 1.326 1.748 -0.900
H12 1.512 -0.087 -2.625
H13 -0.054 0.702 -2.389
H14 0.280 -0.861 -1.619

Values from the calculation:
Highest occupied orbital energy in hartree: -0.4670
Total charge: +1

=====

Q:
The following is a DFT calculation (ωB97M-V/def2-TZVPD) of the ion C4H14N3 with charge +1.

Element x y z (Å)
N1 -0.189 -2.101 1.140
C1 1.074 -2.032 0.380
C2 1.602 -0.598 0.291
N2 0.331 0.208 0.063
C3 0.283 1.680 -0.005
C4 -1.169 2.029 -0.431
N3 -1.729 0.964 -1.308
H1 -0.620 -2.962 0.825
H2 -0.360 -0.431 0.592
H3 -0.107 -2.188 2.146
H4 0.806 -2.370 -0.627
H5 1.863 -2.625 0.862
H6 2.223 -0.512 -0.612
H7 2.082 -0.208 1.191
H8 0.019 -0.163 -0.850
H9 0.591 2.063 0.956
H10 0.972 2.073 -0.766
H11 -1.337 3.017 -0.844
H12 -1.855 2.007 0.433
H13 -2.730 0.945 -1.139
H14 -1.751 1.204 -2.298

Values from the calculation:
Highest occupied orbital energy in hartree: -0.5163
Structure (SMILES): NCC[NH2+]CCN
Total charge: +1

=====

According to the calculations, the structures order from most to least stable as P, Q.